[1]
{
  "formula": "H28O14",
  "method": "ωB97M-V/def2-TZVPD",
  "orbital_gap_ev": 9.4339,
  "multiplicity": 1,
  "lumo_energy_ev": -1.13,
  "e_homo_ev": -10.562,
  "fmax_ev_per_a": 5.26,
  "e_tot_ev": -29115.3436,
  "symbols": ["H", "H", "H", "H", "H", "H", "H", "H", "H", "H", "H", "H", "H", "H", "H", "H", "H", "H", "H", "H", "H", "H", "H", "H", "H", "H", "H", "H", "O", "O", "O", "O", "O", "O", "O", "O", "O", "O", "O", "O", "O", "O"],
  "xyz": [[0.26847, -0.18063, 0.66933], [1.16310, -1.06908, -0.17716], [2.25277, -0.42492, -1.45248], [1.88688, -1.51013, -2.48127], [-0.39125, -5.69041, -0.43061], [0.77186, -5.14216, 0.46753], [-2.86592, 0.70306, 3.38658], [-2.77771, 0.24485, 1.89532], [-1.43313, 0.20701, -1.71952], [0.00716, 0.39498, -1.77433], [1.66537, 3.32853, -3.03070], [0.23946, 2.53516, -2.98398], [-2.06342, -2.90548, 0.10847], [-0.96024, -1.81878, 0.12065], [3.07605, -0.64889, 1.90596], [2.04820, 0.12747, 1.08495], [1.99153, -3.34851, 2.68479], [3.14838, -2.68637, 2.31699], [0.35835, 2.24360, 0.86199], [0.20649, 3.05134, 2.25232], [-3.73199, -1.88587, -0.00095], [-4.70701, -0.75082, 0.29681], [2.71771, 2.86741, 0.11088], [2.07462, 1.66695, -0.50867], [-0.77719, 3.07595, -0.78394], [-1.71290, 2.80046, -1.83780], [-1.12784, 1.54658, -0.40162], [-1.29946, 1.40073, 1.11549], [0.61556, -0.19482, -0.24537], [2.55991, -1.04577, -2.11431], [0.58422, -5.72810, -0.26861], [-2.91991, 0.98136, 2.43898], [-0.62165, -0.05824, -2.25298], [1.23412, 2.50098, -3.00644], [-1.87238, -1.97945, 0.30071], [2.92857, 0.12699, 1.35678], [2.35616, -2.44828, 2.72179], [0.33452, 3.13436, 1.31963], [-4.41501, -1.29780, -0.36894], [2.28438, 2.61760, -0.62083], [-1.41008, 3.51737, -1.24855], [-1.68674, 1.74180, 0.29311]]
}

[2]
{
  "formula": "C35H40KN4O4PSSe2",
  "method": "ωB97M-V/def2-TZVPD",
  "orbital_gap_ev": 5.3340,
  "multiplicity": 1,
  "lumo_energy_ev": 3.97,
  "e_homo_ev": -1.361,
  "total_charge": -2,
  "fmax_ev_per_a": 0.88,
  "e_tot_ev": -218241.5349,
  "symbols": ["K", "C", "C", "C", "C", "C", "C", "C", "C", "C", "S", "C", "N", "H", "H", "H", "H", "H", "H", "H", "H", "C", "Se", "C", "C", "Se", "C", "H", "H", "H", "H", "H", "H", "H", "H", "H", "H", "N", "C", "C", "O", "O", "H", "H", "H", "H", "O", "C", "O", "C", "P", "C", "C", "C", "C", "C", "C", "C", "C", "C", "C", "C", "C", "H", "H", "H", "H", "H", "H", "H", "H", "H", "H", "H", "H", "N", "C", "C", "C", "N", "C", "C", "H", "H", "H", "H", "H", "H"],
  "xyz": [[0.39040, 0.02122, -0.45436], [-3.60730, 1.59018, 0.21188], [-3.13056, 1.05948, 1.53742], [-3.37757, 1.80248, 2.72079], [-3.01617, 1.26626, 3.91816], [-2.38893, -0.00168, 3.96923], [-2.04841, -0.61586, 5.19772], [-1.40452, -1.82580, 5.17101], [-1.07108, -2.44508, 3.95879], [-1.38326, -1.90013, 2.71461], [-0.92982, -2.67211, 1.24382], [-2.09934, -0.63380, 2.73583], [-2.49825, -0.08576, 1.55542], [-4.50818, 2.19364, 0.33732], [-3.82150, 0.75394, -0.45047], [-2.83489, 2.21893, -0.25130], [-3.83988, 2.77967, 2.64810], [-3.19412, 1.79794, 4.84834], [-2.28209, -0.10956, 6.12775], [-1.13191, -2.31696, 6.10066], [-0.54946, -3.39444, 3.97049], [1.62622, -2.53398, -3.59696], [0.34448, -2.86572, -2.17759], [-1.23636, -2.94895, -3.32484], [-2.49388, -3.24081, -2.50852], [-3.14930, -1.69318, -1.51221], [-3.91191, -0.82089, -3.08508], [1.49927, -3.25610, -4.40377], [2.61331, -2.65212, -3.15353], [1.53497, -1.51188, -3.95510], [-1.06620, -3.74107, -4.06165], [-1.34122, -1.99973, -3.85316], [-2.32014, -4.03063, -1.77782], [-3.31648, -3.55156, -3.15953], [-4.70228, -1.42517, -3.53215], [-3.13881, -0.61645, -3.82579], [-4.33473, 0.12764, -2.75560], [-0.69912, 1.12903, -2.77488], [0.33526, 1.39410, -3.77848], [1.80146, 1.27234, -3.27948], [2.62699, 1.93853, -3.93183], [2.01679, 0.49825, -2.31524], [-1.60897, 1.29993, -3.18754], [-0.62919, 1.79412, -2.00561], [0.24714, 2.37769, -4.25389], [0.23413, 0.64384, -4.57259], [-1.03539, 4.18883, 1.39218], [-0.36838, 3.14469, 1.33434], [-0.27506, 2.34191, 0.36574], [0.43787, 2.80032, 2.61638], [1.28248, 1.16416, 2.58697], [2.86276, 1.54652, 1.73112], [4.04382, 0.92288, 2.14077], [5.23121, 1.13297, 1.45981], [5.25309, 1.93653, 0.32634], [4.07891, 2.52692, -0.11497], [2.89610, 2.34860, 0.59087], [1.90458, 1.08506, 4.31551], [2.66679, 2.08952, 4.91295], [3.07913, 1.97728, 6.23042], [2.73397, 0.85412, 6.97373], [1.98071, -0.15154, 6.39011], [1.57197, -0.03564, 5.06613], [-0.27077, 2.77345, 3.44682], [1.13446, 3.62047, 2.81456], [4.03668, 0.26415, 3.00191], [6.13396, 0.63610, 1.79832], [6.17428, 2.07495, -0.22810], [4.06481, 3.10356, -1.03119], [1.98156, 2.79189, 0.21856], [2.94633, 2.96059, 4.33118], [3.67220, 2.76529, 6.68093], [3.05574, 0.76737, 8.00564], [1.69963, -1.03132, 6.95673], [0.98718, -0.82118, 4.61350], [6.41842, -2.80591, 1.50316], [5.15890, -2.53148, 0.95080], [5.02977, -1.70789, -0.16108], [3.76153, -1.40064, -0.62668], [2.64586, -1.89045, -0.08451], [2.77167, -2.68045, 0.98132], [3.99570, -3.01989, 1.53678], [7.17253, -2.74788, 0.83674], [6.45310, -3.66635, 2.02671], [5.90086, -1.26914, -0.63370], [3.61477, -0.71916, -1.46014], [1.83954, -3.05396, 1.39750], [4.03597, -3.65249, 2.41634]]
}

[3]
{
  "formula": "C5H24N2O5",
  "method": "ωB97M-V/def2-TZVPD",
  "orbital_gap_ev": 9.2785,
  "multiplicity": 1,
  "lumo_energy_ev": 0.59,
  "smiles": "CN[C@@H](C)CCN.O.O.O.O.O",
  "e_homo_ev": -8.686,
  "fmax_ev_per_a": 1.46,
  "e_tot_ev": -18792.0840,
  "symbols": ["C", "N", "C", "C", "C", "N", "C", "H", "H", "H", "H", "H", "H", "H", "H", "H", "H", "H", "H", "H", "H", "H", "H", "O", "H", "H", "O", "H", "H", "O", "H", "H", "O", "H", "H", "O"],
  "xyz": [[-3.19899, 1.03503, 0.90172], [-1.75158, 1.22839, 0.79784], [-1.16581, 1.95168, -0.35630], [-0.41353, 0.92816, -1.19181], [0.32480, 1.38344, -2.47507], [1.42637, 0.48858, -2.77221], [-0.37623, 3.17531, 0.10940], [-3.39788, 1.08959, 1.97701], [-3.83782, 1.81510, 0.48231], [-3.45599, 0.02336, 0.60025], [-1.35644, 1.64199, 1.62629], [-1.98102, 2.40631, -0.89580], [0.22763, 0.35925, -0.52505], [-1.20151, 0.30381, -1.61730], [-0.41453, 1.38511, -3.24683], [0.66132, 2.42569, -2.42629], [1.08262, -0.39736, -3.13521], [1.91653, 0.28073, -1.91081], [0.66048, 2.96302, 0.32094], [-0.88982, 3.62551, 0.97380], [-0.45971, 4.06378, -0.52647], [1.29696, -2.14672, -1.72794], [1.82340, -2.70282, -0.33675], [1.05256, -2.52427, -0.88409], [-0.93549, -1.81574, 1.87403], [-0.92898, -0.29490, 2.03528], [-0.57231, -1.10897, 2.43030], [1.16191, -1.20671, 2.52107], [2.59489, -1.22001, 3.18734], [2.12985, -1.29518, 2.35154], [3.72345, 0.04124, 0.02053], [2.46511, -0.50924, 0.70307], [2.87525, -0.36920, -0.17586], [-0.72721, -3.72375, 0.46349], [-0.98202, -2.31442, -0.10949], [-1.29983, -2.96008, 0.53625]]
}

[4]
{
  "formula": "C43H55AsCl3N5OPRuS2Se2Si",
  "method": "ωB97M-V/def2-TZVPD",
  "orbital_gap_ev": [7.2128, 6.4630],
  "multiplicity": 2,
  "lumo_energy_ev": [-5.23, -5.88],
  "e_homo_ev": [-12.442, -12.342],
  "s2": 0.76,
  "total_charge": 2,
  "fmax_ev_per_a": 1.64,
  "e_tot_ev": -325488.9860,
  "symbols": ["Ru", "C", "Si", "C", "C", "C", "C", "C", "C", "N", "C", "S", "H", "H", "H", "H", "H", "H", "H", "H", "H", "H", "H", "H", "Se", "P", "Se", "C", "C", "C", "C", "C", "C", "C", "C", "C", "C", "C", "C", "H", "H", "H", "H", "H", "H", "H", "H", "H", "H", "Cl", "C", "C", "C", "C", "C", "C", "N", "C", "C", "N", "C", "O", "C", "C", "C", "Cl", "S", "C", "C", "C", "Cl", "C", "H", "H", "H", "H", "H", "H", "H", "H", "H", "H", "H", "H", "H", "N", "C", "C", "N", "C", "C", "H", "H", "H", "H", "H", "H", "H", "H", "H", "H", "H", "C", "As", "C", "C", "H", "H", "H", "H", "H", "H", "H", "H", "H"],
  "xyz": [[0.45728, -0.15600, 0.91921], [5.30180, 1.95231, 2.99690], [5.83587, 0.19966, 2.63374], [7.20236, 0.21226, 1.35550], [6.36598, -0.67487, 4.19625], [4.48983, -0.91031, 1.83737], [4.87318, -2.18364, 1.41695], [3.99786, -3.03394, 0.75105], [2.72748, -2.58180, 0.47399], [2.32129, -1.38224, 0.88669], [3.15361, -0.58454, 1.57206], [2.30180, 0.84014, 2.08264], [6.17468, 2.51792, 3.33876], [4.54539, 2.00002, 3.78307], [4.90381, 2.45445, 2.11298], [8.05887, 0.78913, 1.71865], [6.87124, 0.66470, 0.41668], [7.55934, -0.79759, 1.13396], [7.20251, -0.14383, 4.66127], [6.69788, -1.69676, 3.99196], [5.55471, -0.72359, 4.92751], [5.88582, -2.52440, 1.61432], [4.29882, -4.02594, 0.44332], [2.01933, -3.17769, -0.08522], [-0.64482, -1.82997, 2.45029], [-0.97025, -2.88922, 0.54322], [-0.29589, -1.70844, -1.14963], [-2.75455, -3.21642, 0.40976], [-3.43169, -3.05814, -0.79564], [-4.79148, -3.33781, -0.86272], [-5.46889, -3.77658, 0.26625], [-4.79479, -3.92459, 1.47380], [-3.43954, -3.64381, 1.54922], [-0.18689, -4.51976, 0.62945], [0.29597, -5.11732, -0.53222], [0.86555, -6.38075, -0.47045], [0.95453, -7.04194, 0.74734], [0.47161, -6.44561, 1.90501], [-0.09947, -5.18301, 1.85165], [-2.89595, -2.72291, -1.67559], [-5.32244, -3.21303, -1.79860], [-6.52632, -4.00377, 0.20842], [-5.32699, -4.25768, 2.35653], [-2.91229, -3.75061, 2.49044], [0.22685, -4.59349, -1.47946], [1.23862, -6.84933, -1.37229], [1.40659, -8.02465, 0.79638], [0.54103, -6.96286, 2.85316], [-0.46641, -4.71506, 2.75585], [-5.70108, 3.62154, -3.32222], [-4.02223, 3.57708, -3.78971], [-3.46733, 2.41172, -4.28463], [-2.12333, 2.40758, -4.63289], [-1.31775, 3.52923, -4.47490], [0.14071, 3.54409, -4.92111], [1.21003, 3.62310, -3.82012], [1.26517, 2.60759, -2.75640], [2.40549, 1.89212, -2.47916], [2.13768, 1.14417, -1.38254], [0.85081, 1.39538, -0.95525], [0.35414, 2.27928, -1.80873], [0.42013, 2.59940, -5.93368], [1.07318, 1.35649, -5.67422], [0.17404, 0.15668, -5.58249], [-0.74000, -0.20689, -6.52784], [-1.13141, 0.64987, -7.95151], [-1.53058, -1.68382, -6.14414], [-0.61989, -1.84249, -4.70542], [0.23623, -0.80160, -4.52948], [-1.92340, 4.69307, -3.99192], [-1.03214, 6.16989, -3.81711], [-3.26932, 4.72950, -3.65872], [-4.07434, 1.52634, -4.43041], [-1.69466, 1.51445, -5.06299], [0.25507, 4.49947, -5.43786], [1.12476, 4.59964, -3.35137], [2.16872, 3.58329, -4.33219], [3.29954, 1.98637, -3.07441], [2.78343, 0.45717, -0.86360], [-0.63628, 2.71001, -1.78540], [1.67863, 1.40051, -4.77113], [1.74513, 1.22139, -6.52185], [-0.75570, -2.70515, -4.06901], [0.90682, -0.71708, -3.68056], [-3.72294, 5.65434, -3.32617], [-3.86632, 2.61326, 1.25784], [-4.01559, 1.15923, 0.88199], [-2.75477, 0.39680, 1.24916], [-1.55333, 0.99573, 0.65762], [-1.41267, 2.40644, 1.05002], [-2.62818, 3.22392, 0.65500], [-3.82415, 2.69397, 2.27611], [-4.67607, 3.11777, 0.90337], [-4.20741, 1.12087, -0.19000], [-4.87788, 0.75244, 1.40681], [-2.85160, -0.63173, 0.91051], [-2.62230, 0.36953, 2.32942], [-1.58069, 0.90001, -0.35550], [-0.52282, 2.82054, 0.58359], [-1.25611, 2.44011, 2.12670], [-2.76787, 3.21985, -0.42441], [-2.53973, 4.25506, 0.99366], [0.27218, 2.55699, 5.39685], [-0.69919, 1.23143, 4.33665], [-2.51217, 1.93034, 4.74003], [-0.71506, -0.20020, 5.66625], [-0.14325, 2.58720, 6.40351], [0.20333, 3.54874, 4.95345], [1.32211, 2.27310, 5.46100], [-2.64518, 1.99569, 5.82016], [-3.28333, 1.26163, 4.34867], [-2.64148, 2.93561, 4.32794], [-1.06410, 0.18452, 6.62407], [0.29137, -0.60025, 5.78961], [-1.36785, -1.00907, 5.34126]]
}

[5]
{
  "formula": "C8H7O6Sn",
  "method": "ωB97M-V/def2-TZVPD",
  "orbital_gap_ev": 5.5923,
  "multiplicity": 1,
  "lumo_energy_ev": -15.20,
  "e_homo_ev": -20.792,
  "total_charge": 3,
  "fmax_ev_per_a": 6.42,
  "e_tot_ev": -26487.1644,
  "symbols": ["O", "C", "Sn", "O", "C", "C", "O", "C", "O", "C", "O", "H", "C", "C", "C", "O", "H", "H", "H", "H", "H", "H"],
  "xyz": [[4.94200, -1.34400, 4.02573], [5.03778, -1.03362, 2.90323], [1.08555, 0.00168, 0.00946], [-0.12639, -0.94707, 3.30553], [0.25069, -0.63070, 2.26450], [2.03786, 0.81687, -2.59438], [2.35875, 1.19445, -3.64334], [1.16832, -2.49525, -0.63269], [1.19426, -3.59929, -0.99950], [1.42842, 2.36055, 0.67481], [1.52613, 3.45886, 0.88196], [2.78962, -0.27553, -0.46454], [-2.62133, -0.90839, -1.00651], [-1.76719, 0.30751, -0.76164], [-2.41948, 1.39668, -0.06624], [-0.49954, 0.30257, -1.08937], [-3.75134, -0.61975, -1.07208], [-2.46534, -1.68984, -0.14300], [-2.31191, -1.42770, -1.98204], [-2.30438, 1.34197, 1.02481], [-2.03831, 2.35493, -0.37430], [-3.51420, 1.43507, -0.26040]]
}